Formula: C2H2ClNO2
Source: the Open Molecules 2025 dataset
Level of theory: the ωB97M-V functional and the def2-TZVPD basis

CARTESIAN COORDINATES (ANGSTROEM)
C 0.00368 0.16091 -0.17999
C -1.15969 0.77246 -0.10888
N -2.30454 1.01545 0.04272
O -3.29617 1.61706 0.11947
O -4.05746 -1.09775 -0.19346
Cl -5.46906 -0.39422 -0.02871
H 0.76879 0.43442 -0.98370
H 0.31146 -0.35914 0.58730

As for the energy above the lowest of the compared OMol25 structures with the same formula, charge and spin: 178.0 kcal per mole. As for the energy: -742.55291 a.u. The maximum force comes out at 5.62 eV/Å. As for the LUMO energy (alpha / beta): -0.9636 / -2.1649 eV. Its charge is 0. The calculation puts the frontier orbital gap (alpha / beta) at 8.83 / 6.37 eV.

Formula: C2H2ClNO3
Source: the Open Molecules 2025 dataset
Level of theory: the ωB97M-V functional and the def2-TZVPD basis

CARTESIAN COORDINATES (ANGSTROEM)
C 0.64712 -1.67599 -0.16515
C 0.59082 -0.42903 0.39631
N 2.05491 1.35537 -0.35825
O 0.43908 -2.44081 -1.05152
O 1.38061 2.41390 -0.61743
O 1.52743 -1.56510 0.81807
Cl -8.97001 1.04868 -0.74933
H 0.00834 0.11623 1.02184
H 2.32170 1.17676 0.70545

As for the energy above the lowest of the compared OMol25 structures with the same formula, charge and spin: 130.1 kcal per mole. As for the energy: -817.93219 a.u. The maximum force comes out at 3.28 eV/Å. As for the LUMO energy (alpha / beta): 5.6435 / 5.6452 eV. Its charge is -2. The calculation puts the frontier orbital gap (alpha / beta) at 7.01 / 6.84 eV.

Formula: C2H2ClNS2
Source: the Open Molecules 2025 dataset
Level of theory: the ωB97M-V functional and the def2-TZVPD basis

CARTESIAN COORDINATES (ANGSTROEM)
S 0.62013 -2.33764 0.37156
N 1.86526 -1.40885 0.34337
S 2.46217 -0.00151 0.30698
Cl 1.52783 1.94216 0.16198
C -1.51844 0.46540 -0.90268
C -1.72019 0.61470 0.25876
H -1.44408 0.19504 -1.86860
H -1.79268 0.53070 1.32863

As for the energy above the lowest of the compared OMol25 structures with the same formula, charge and spin: 55.6 kcal per mole. As for the energy: -1388.57762 a.u. The maximum force comes out at 2.76 eV/Å. As for the LUMO energy: -1.6924 eV. Its SMILES is S=NSCl.C#C. Its charge is 0. The calculation puts the frontier orbital gap at 7.24 eV.

Formula: C2H2ClO3
Source: the Open Molecules 2025 dataset
Level of theory: the ωB97M-V functional and the def2-TZVPD basis

CARTESIAN COORDINATES (ANGSTROEM)
C 0.75228 0.89360 -1.36010
C 0.81009 0.29088 0.11291
O -0.33914 1.18826 -1.74519
O 1.86485 0.91638 -1.82466
O -0.96416 0.07596 0.92572
Cl 1.76839 1.16442 1.20578
H 1.12427 -0.78234 0.08428
H -1.44672 0.55702 0.15236

As for the energy above the lowest of the compared OMol25 structures with the same formula, charge and spin: 52.7 kcal per mole. As for the energy: -763.32797 a.u. The maximum force comes out at 4.40 eV/Å. As for the LUMO energy: 3.7171 eV. Its charge is -1. The calculation puts the frontier orbital gap at 8.57 eV.

Formula: C2H2ClP
Source: the Open Molecules 2025 dataset
Level of theory: the ωB97M-V functional and the def2-TZVPD basis

CARTESIAN COORDINATES (ANGSTROEM)
C -0.86418 0.03435 0.05158
C 0.39536 -0.26709 0.46042
P -0.56666 -1.65757 -0.21715
Cl -1.93852 1.30656 -0.05992
H 1.77640 0.52911 -1.31528
H 1.19760 0.05463 1.08034

As for the energy above the lowest of the compared OMol25 structures with the same formula, charge and spin: 107.1 kcal per mole. As for the energy: -878.73815 a.u. The maximum force comes out at 2.17 eV/Å. As for the LUMO energy (alpha / beta): -0.8369 / -0.1861 eV. Its charge is 0. The calculation puts the frontier orbital gap (alpha / beta) at 6.30 / 9.84 eV.

Formula: C2H2CuO3
Source: the Open Molecules 2025 dataset
Level of theory: the ωB97M-V functional and the def2-TZVPD basis

CARTESIAN COORDINATES (ANGSTROEM)
O 1.17776 -1.00819 -0.15676
C -0.04545 -1.20311 0.21316
Cu 1.71067 0.71645 0.02478
H -0.24492 -1.40706 1.28098
O -0.02095 1.20758 -0.42526
C -0.86464 0.31507 -0.22788
O -1.85269 -0.08952 -0.82328
H -0.96443 -1.66241 -0.49062

As for the energy above the lowest of the compared OMol25 structures with the same formula, charge and spin: 17.9 kcal per mole. As for the energy: -1943.13343 a.u. Its expectation value of S² is 2.012. The maximum force comes out at 4.24 eV/Å. Its spin multiplicity is 3. As for the LUMO energy (alpha / beta): -6.6414 / -9.0381 eV. Its charge is +1. The calculation puts the frontier orbital gap (alpha / beta) at 8.69 / 6.54 eV.

Formula: C2H2DyO2
Source: the Open Molecules 2025 dataset
Level of theory: the ωB97M-V functional and the def2-TZVPD basis

CARTESIAN COORDINATES (ANGSTROEM)
H -0.02127 2.54000 -1.16936
O -1.14584 0.35767 1.02705
C -0.90226 1.54751 0.43179
C 0.09102 1.66981 -0.48529
O 0.77488 0.58114 -0.90027
H -1.42037 2.44215 0.81079
Dy 0.26171 -1.37032 0.29818

As for the energy above the lowest of the compared OMol25 structures with the same formula, charge and spin: 0.0 kcal per mole. As for the energy: -1112.65991 a.u. Its expectation value of S² is 9.781. The maximum force comes out at 4.99 eV/Å. Its spin multiplicity is 6. As for the LUMO energy (alpha / beta): -5.6087 / -5.5556 eV. Its charge is +1. The calculation puts the frontier orbital gap (alpha / beta) at 7.36 / 7.89 eV.

Formula: C2H2EuFLiO
Source: the Open Molecules 2025 dataset
Level of theory: the ωB97M-V functional and the def2-TZVPD basis

CARTESIAN COORDINATES (ANGSTROEM)
H -2.40322 0.22560 -0.34199
C -0.88234 -1.18842 -0.02596
C -1.36956 0.05181 -0.00493
O -0.58068 1.12782 0.00974
Li -1.25171 2.78381 0.40959
Eu 1.74069 0.83551 0.03010
F 0.50824 -1.29223 -0.01103
H -1.39143 -2.14379 0.02242

As for the energy: -970.10417 a.u. Its expectation value of S² is 20.008. The maximum force comes out at 1.65 eV/Å. Its spin multiplicity is 9. As for the LUMO energy (alpha / beta): -3.9399 / -3.9583 eV. Its charge is +1. The calculation puts the frontier orbital gap (alpha / beta) at 4.88 / 8.71 eV.

Formula: C2H2EuFO2
Source: the Open Molecules 2025 dataset
Level of theory: the ωB97M-V functional and the def2-TZVPD basis

CARTESIAN COORDINATES (ANGSTROEM)
H -0.55728 0.33311 2.24728
O -0.54490 1.21285 0.36562
C -0.71388 0.29002 1.12063
C -0.04051 -1.05558 0.77286
O 0.50999 -1.09291 -0.31573
H -0.31561 -1.96216 1.33350
F 1.14080 1.50809 -3.66700
Eu 0.52139 0.76659 -1.85716

As for the energy above the lowest of the compared OMol25 structures with the same formula, charge and spin: 0.0 kcal per mole. As for the energy: -1037.33197 a.u. Its expectation value of S² is 12.029. The maximum force comes out at 5.44 eV/Å. Its spin multiplicity is 7. As for the LUMO energy (alpha / beta): -13.4386 / -11.9507 eV. Its charge is +2. The calculation puts the frontier orbital gap (alpha / beta) at 7.45 / 8.97 eV.

Formula: C2H2F2INO
Source: the Open Molecules 2025 dataset
Level of theory: the ωB97M-V functional and the def2-TZVPD basis

CARTESIAN COORDINATES (ANGSTROEM)
N -0.54826 0.35213 -1.24358
C -0.38819 0.73073 0.09118
O -0.86527 1.62853 0.66799
C 0.60758 -0.53481 0.80207
F 1.83108 -0.61809 0.32798
F 0.81531 -0.18328 2.12235
I -0.42112 -2.47399 0.70672
H 0.26688 0.19953 -1.78453
H -1.29801 0.89925 -1.69017

As for the energy above the lowest of the compared OMol25 structures with the same formula, charge and spin: 12.2 kcal per mole. As for the energy: -704.81531 a.u. The maximum force comes out at 4.74 eV/Å. As for the LUMO energy: -0.1059 eV. Its SMILES is NC(=O)C(F)(F)I. Its charge is 0. The calculation puts the frontier orbital gap at 9.82 eV.

Formula: C2H2F2O
Source: the Open Molecules 2025 dataset
Level of theory: the ωB97M-V functional and the def2-TZVPD basis

CARTESIAN COORDINATES (ANGSTROEM)
F 0.52664 2.03689 1.74174
C 0.73048 0.71486 1.37571
F 0.70784 0.09021 2.55373
C 0.23184 0.02077 0.16661
O 1.59688 0.45766 0.42769
H -0.00711 -0.95535 0.34103
H -0.16869 0.56999 -0.54326

As for the energy above the lowest of the compared OMol25 structures with the same formula, charge and spin: 20.7 kcal per mole. As for the energy: -352.31981 a.u. The maximum force comes out at 4.61 eV/Å. As for the LUMO energy: 0.9694 eV. Its SMILES is FC1(F)CO1. Its charge is 0. The calculation puts the frontier orbital gap at 12.62 eV.

Formula: C2H2F2O2P
Source: the Open Molecules 2025 dataset
Level of theory: the ωB97M-V functional and the def2-TZVPD basis

CARTESIAN COORDINATES (ANGSTROEM)
C 3.21766 -0.84846 0.15875
C 1.52967 1.35610 0.32847
O 2.81396 -1.00288 -0.93022
O 3.66368 -0.87025 1.21254
F 1.79723 2.42724 -0.65508
F 1.12212 1.96359 1.41609
P -0.10403 0.55439 -0.34805
H 0.34970 -0.63203 0.31640
H 0.68370 -0.04047 -1.40294

As for the energy above the lowest of the compared OMol25 structures with the same formula, charge and spin: 40.4 kcal per mole. As for the energy: -768.95612 a.u. The maximum force comes out at 3.63 eV/Å. As for the LUMO energy (alpha / beta): 3.7692 / 3.7691 eV. Its charge is -1. The calculation puts the frontier orbital gap (alpha / beta) at 5.81 / 5.81 eV.

What did the twelfth record say?
Formula: C2H2F2O2P
Source: the Open Molecules 2025 dataset
Level of theory: the ωB97M-V functional and the def2-TZVPD basis

CARTESIAN COORDINATES (ANGSTROEM)
C 3.21766 -0.84846 0.15875
C 1.52967 1.35610 0.32847
O 2.81396 -1.00288 -0.93022
O 3.66368 -0.87025 1.21254
F 1.79723 2.42724 -0.65508
F 1.12212 1.96359 1.41609
P -0.10403 0.55439 -0.34805
H 0.34970 -0.63203 0.31640
H 0.68370 -0.04047 -1.40294

As for the energy above the lowest of the compared OMol25 structures with the same formula, charge and spin: 40.4 kcal per mole. As for the energy: -768.95612 a.u. The maximum force comes out at 3.63 eV/Å. As for the LUMO energy (alpha / beta): 3.7692 / 3.7691 eV. Its charge is -1. The calculation puts the frontier orbital gap (alpha / beta) at 5.81 / 5.81 eV.

- Among the records above, which one has the lowest energy?
  C2H2CuO3